Computed, not measured: a structure of composition C35H34N4RhSSb at a distorted geometry, with ωB97M-V/def2-TZVPD.

Last column: Löwdin charge in e.
CARTESIAN COORDINATES (ANGSTROEM)
Rh1 -0.18 -0.09 0.09  1.14
C1 1.58 -1.27 -2.35  0.00
C2 2.45 -0.83 -1.21  -0.29
C3 3.82 -1.03 -1.27  0.01
C4 4.64 -0.55 -0.26  -0.01
C5 4.06 0.21 0.75  -0.09
C6 2.70 0.41 0.74  -0.42
N1 1.90 -0.17 -0.17  -0.06
Sb1 1.94 2.03 1.95  1.59
C7 0.72 2.80 0.32  -0.43
C8 0.78 4.17 0.14  -0.11
C9 0.25 4.71 -1.03  -0.03
C10 -0.29 3.86 -1.98  0.00
C11 -0.34 2.50 -1.72  -0.31
C12 -0.89 1.54 -2.75  -0.01
N2 0.13 1.99 -0.57  -0.04
C13 0.54 0.78 2.98  -0.43
C14 0.63 0.90 4.35  -0.12
C15 -0.13 0.07 5.16  -0.01
C16 -0.96 -0.83 4.55  0.01
C17 -1.04 -0.92 3.16  -0.24
C18 -1.99 -1.93 2.62  0.01
N3 -0.28 -0.11 2.37  0.05
H1 2.10 -1.99 -2.98  0.10
H2 0.65 -1.73 -2.02  0.06
H3 1.34 -0.41 -2.97  0.08
H4 4.24 -1.56 -2.12  0.13
H5 5.70 -0.73 -0.29  0.13
H6 4.68 0.66 1.52  0.10
H7 1.25 4.81 0.88  0.10
H8 0.28 5.78 -1.20  0.13
H9 -0.67 4.24 -2.91  0.13
H10 -1.70 1.99 -3.32  0.10
H11 -0.10 1.29 -3.45  0.09
H12 -1.25 0.62 -2.28  0.06
H13 1.30 1.63 4.78  0.09
H14 -0.06 0.14 6.24  0.13
H15 -1.57 -1.50 5.15  0.13
H16 -2.53 -2.42 3.43  0.10
H17 -2.72 -1.46 1.96  0.08
H18 -1.47 -2.69 2.06  0.08
C19 -5.24 4.72 1.59  -0.03
C20 -4.39 4.36 0.37  -0.55
C21 -2.99 4.92 0.56  -0.06
C22 -5.01 5.01 -0.89  -0.03
C23 -4.39 2.85 0.18  -0.14
C24 -5.62 2.19 -0.06  0.00
C25 -5.69 0.84 -0.31  -0.04
C26 -4.50 0.12 -0.34  -0.44
S1 -4.27 -1.56 -0.69  1.21
C27 -2.60 -1.39 -0.41  -0.56
N4 -2.22 -0.18 -0.09  -0.06
C28 -3.28 0.72 -0.05  -0.27
C29 -3.23 2.09 0.21  0.05
C30 -1.62 -2.47 -0.35  -0.28
C31 -1.93 -3.81 -0.53  -0.02
C32 -0.96 -4.77 -0.31  -0.04
C33 0.31 -4.40 0.13  -0.04
C34 0.63 -3.05 0.28  -0.09
C35 -0.33 -2.09 0.03  -0.24
H19 -5.33 5.81 1.68  0.10
H20 -4.79 4.34 2.51  0.09
H21 -6.25 4.31 1.52  0.08
H22 -3.03 6.01 0.62  0.10
H23 -2.34 4.66 -0.28  0.06
H24 -2.53 4.55 1.48  0.09
H25 -4.93 6.09 -0.82  0.09
H26 -6.07 4.76 -0.99  0.09
H27 -4.49 4.68 -1.79  0.09
H28 -6.54 2.76 -0.06  0.12
H29 -6.64 0.36 -0.49  0.13
H30 -2.28 2.53 0.45  0.09
H31 -2.94 -4.09 -0.81  0.12
H32 -1.18 -5.82 -0.46  0.12
H33 1.06 -5.15 0.34  0.12
H34 1.62 -2.78 0.61  0.11

Output
- electronic energy (eV) = -63175.451
- F_max (hartree/bohr) = 0.02120
- lowest unoccupied orbital energy (eV) = -7.403
- charge = +2
- Kohn-Sham gap (Ha) = 0.2274